This record from the Open Molecules 2025 dataset describes a structure of composition C45H33Cl6CoF5N2P2S. The level of theory is ωB97M-V with the def2-TZVPD basis set.

```
95
Properties=species:S:1:pos:R:3:lowdin_charge:R:1
Co 1.092 0.396 -1.274 0.17
C -5.852 -1.012 2.854 -0.41
S -5.050 0.069 4.054 0.82
C -3.337 -0.432 3.798 -0.52
C -2.784 -0.071 2.422 -0.26
C -1.261 -0.101 2.427 -0.24
N -0.640 0.034 1.094 -0.39
P 0.481 1.263 0.788 1.01
C -0.179 2.943 0.824 -0.35
C 0.628 3.915 0.234 -0.11
C 0.210 5.235 0.177 -0.06
C -1.026 5.588 0.702 -0.06
C -1.833 4.625 1.290 -0.05
C -1.412 3.306 1.354 -0.06
C 1.544 1.177 2.259 -0.35
C 2.001 2.313 2.921 -0.06
C 2.820 2.186 4.037 -0.06
C 3.175 0.931 4.502 -0.06
C 2.707 -0.209 3.855 -0.06
C 1.900 -0.087 2.739 -0.11
P -0.458 -1.073 -0.216 1.08
C -0.186 -2.719 0.529 -0.30
C 0.789 -3.575 0.025 -0.11
C 0.947 -4.859 0.526 -0.05
C 0.124 -5.318 1.540 -0.06
C -0.873 -4.488 2.036 -0.05
C -1.034 -3.208 1.532 -0.09
C -1.949 -1.387 -1.225 -0.31
C -1.857 -1.147 -2.594 -0.15
C -2.919 -1.425 -3.443 -0.05
C -4.093 -1.951 -2.935 -0.06
C -4.191 -2.223 -1.576 -0.06
C -3.126 -1.961 -0.733 -0.08
H -6.925 -0.896 2.987 0.03
H -5.591 -2.054 3.044 0.04
H -5.600 -0.742 1.829 0.03
H -3.257 -1.509 3.978 0.08
H -2.764 0.064 4.585 0.08
H -3.155 0.912 2.132 0.10
H -3.172 -0.758 1.672 0.07
H -0.892 -1.002 2.916 0.11
H -0.890 0.732 3.030 0.12
H 1.588 3.644 -0.194 0.08
H 0.839 5.981 -0.288 0.11
H -1.362 6.615 0.648 0.11
H -2.798 4.897 1.695 0.12
H -2.057 2.563 1.797 0.09
H 1.716 3.299 2.578 0.10
H 3.170 3.074 4.545 0.11
H 3.810 0.835 5.373 0.11
H 2.973 -1.191 4.224 0.11
H 1.539 -0.983 2.242 0.10
H 1.417 -3.262 -0.803 0.03
H 1.710 -5.503 0.108 0.11
H 0.242 -6.320 1.930 0.11
H -1.538 -4.840 2.813 0.11
H -1.838 -2.612 1.926 0.08
H -0.948 -0.742 -3.009 0.05
H -2.820 -1.228 -4.503 0.12
H -4.924 -2.167 -3.592 0.11
H -5.096 -2.655 -1.171 0.11
H -3.231 -2.224 0.307 0.08
Cl 0.692 -2.741 -3.333 0.78
C 1.843 -1.490 -3.692 -0.65
C 1.894 -0.360 -2.901 -0.28
C 2.918 0.520 -3.170 -0.63
Cl 2.856 1.956 -2.146 0.87
C 3.860 0.382 -4.165 -0.70
Cl 5.068 1.571 -4.406 0.74
C 3.769 -0.758 -4.968 -0.69
Cl 4.902 -0.996 -6.232 0.72
C 2.762 -1.694 -4.730 -0.69
Cl 2.671 -3.105 -5.702 0.72
Cl 5.952 0.880 1.686 0.74
C 4.925 -0.176 0.794 -0.63
C 5.297 -1.477 0.515 -0.05
C 4.417 -2.252 -0.223 -0.01
C 3.222 -1.704 -0.644 -0.11
N 2.844 -0.450 -0.344 0.00
C 3.701 0.298 0.356 -0.20
H 6.250 -1.861 0.852 0.12
H 4.662 -3.269 -0.494 0.12
H 2.556 -2.264 -1.280 0.06
H 3.427 1.318 0.570 0.08
F -2.000 1.469 -0.589 0.03
C -1.512 1.946 -1.750 -0.24
C -0.297 1.493 -2.271 -0.07
C -0.071 2.046 -3.538 -0.22
F 0.955 1.674 -4.325 0.06
C -0.875 2.995 -4.155 -0.14
F -0.542 3.465 -5.355 0.13
C -2.025 3.441 -3.543 -0.14
F -2.806 4.346 -4.116 0.15
C -2.349 2.887 -2.324 -0.14
F -3.472 3.247 -1.701 0.13
```

Output
Kohn-Sham gap (spin up / spin down) in eV: 7.022 / 7.022
LUMO (spin up / spin down) in Ha: -0.136 / -0.136
Total charge: +1

---

This record from the Open Molecules 2025 dataset describes a structure of composition C13H32N4O6SSi4V. The level of theory is ωB97M-V with the def2-TZVPD basis set.

```
61
Properties=species:S:1:pos:R:3:lowdin_charge:R:1
V 0.116 2.268 0.795 0.59
O -0.013 3.574 2.667 -0.39
S 0.737 2.424 3.249 0.27
O 1.297 2.657 4.555 -0.32
O 1.737 2.036 2.204 -0.44
O -0.253 1.266 3.265 -0.41
N -2.511 1.044 2.124 0.13
C -3.287 2.306 2.098 -0.07
C -2.937 3.092 0.818 -0.67
O -3.725 3.977 0.506 0.02
O -1.900 2.680 0.222 -0.15
H -1.539 1.184 2.618 0.04
H -2.250 0.798 1.158 0.07
H -2.999 0.264 2.549 0.13
H -3.013 2.910 2.961 0.13
H -4.355 2.102 2.115 0.12
N 0.747 3.304 -0.906 0.08
C 1.098 3.788 -1.904 -0.35
N 1.516 4.195 -3.058 0.04
C 1.603 5.469 -3.366 -0.46
N 1.725 6.561 -3.747 0.03
C 0.722 -3.700 0.956 -0.23
Si 0.323 -1.938 1.553 0.33
C 1.544 -1.577 2.942 -0.21
C -1.347 -2.140 2.454 -0.23
Si 0.268 -0.246 -0.079 0.39
Si -1.315 -0.972 -1.634 0.31
C -1.040 -0.108 -3.292 -0.23
C -1.435 -2.832 -2.012 -0.23
C -3.076 -0.497 -1.093 -0.23
Si 2.268 -0.654 -1.223 0.31
C 2.715 0.737 -2.409 -0.23
C 2.313 -2.225 -2.299 -0.23
C 3.710 -0.809 -0.007 -0.23
H 0.802 -4.374 1.817 0.02
H 1.672 -3.731 0.418 0.00
H -0.052 -4.084 0.291 0.00
H 1.465 -2.339 3.726 0.02
H 1.323 -0.599 3.371 0.01
H 2.574 -1.566 2.586 0.01
H -1.326 -3.043 3.074 0.02
H -2.189 -2.233 1.760 0.01
H -1.502 -1.291 3.123 0.00
H -0.129 -0.469 -3.776 0.01
H -0.933 0.969 -3.143 0.03
H -1.878 -0.281 -3.975 0.02
H -0.453 -3.262 -2.222 0.00
H -2.081 -3.010 -2.879 0.02
H -1.863 -3.370 -1.162 0.01
H -3.146 0.587 -0.962 0.01
H -3.349 -0.989 -0.153 0.00
H -3.815 -0.791 -1.846 0.02
H 1.947 0.896 -3.168 0.02
H 3.656 0.505 -2.920 0.02
H 2.840 1.678 -1.872 0.01
H 1.594 -2.146 -3.118 0.01
H 2.076 -3.128 -1.732 0.00
H 3.308 -2.350 -2.741 0.02
H 3.612 -0.068 0.789 0.02
H 4.664 -0.645 -0.518 0.02
H 3.740 -1.801 0.450 0.01
```

Output
Multiplicity: 4
Kohn-Sham gap (spin up / spin down) in eV: 6.319 / 6.810
LUMO (spin up / spin down) in Ha: 0.164 / 0.164
Total charge: -2

---

This record from the Open Molecules 2025 dataset describes a structure of composition C26H44CrF6GeN3O2PS2SbSi3 in a non-equilibrium geometry. The level of theory is ωB97M-V with the def2-TZVPD basis set.

```
90
Properties=species:S:1:pos:R:3:lowdin_charge:R:1
Cr 0.022 0.026 -0.006 0.41
O 0.023 0.035 1.616 -0.41
F 1.908 -0.006 -0.027 -0.42
Sb 3.960 -0.036 -0.051 1.63
F 3.989 1.921 -0.277 -0.51
F 3.983 0.144 1.940 -0.43
F 5.952 -0.023 -0.077 -0.45
F 4.041 -2.024 0.109 -0.42
F 3.939 -0.223 -2.038 -0.45
C -2.608 2.808 2.143 -0.21
Si -2.112 3.274 0.395 0.28
C -2.258 5.126 0.200 -0.21
C -3.309 2.428 -0.816 -0.30
Ge 0.055 2.581 -0.012 0.66
Si 1.509 3.232 1.704 0.30
C 1.447 5.085 1.949 -0.23
C 3.254 2.750 1.299 -0.27
C 1.032 2.379 3.297 -0.22
Si 0.797 3.225 -2.129 0.26
C -0.458 2.747 -3.428 -0.23
C 2.394 2.355 -2.546 -0.23
C 1.066 5.073 -2.191 -0.22
H -3.649 3.102 2.323 0.01
H -1.962 3.342 2.863 0.04
H -2.506 1.715 2.280 0.05
H -3.299 5.436 0.410 0.03
H -1.995 5.411 -0.834 0.02
H -1.578 5.630 0.910 0.02
H -4.343 2.748 -0.595 0.04
H -3.240 1.307 -0.707 -0.15
H -3.060 2.714 -1.852 0.04
H 1.744 5.595 1.015 0.02
H 2.144 5.370 2.759 0.03
H 0.421 5.387 2.227 0.01
H 3.571 3.302 0.400 0.05
H 3.327 1.629 1.116 -0.03
H 3.916 3.027 2.142 0.06
H 0.012 2.672 3.598 0.01
H 1.740 2.674 4.094 0.04
H 1.074 1.284 3.155 0.02
H -0.639 1.657 -3.387 0.03
H -0.069 3.019 -4.428 0.03
H -1.400 3.294 -3.252 0.01
H 2.238 1.262 -2.514 0.02
H 3.179 2.635 -1.829 0.02
H 2.715 2.651 -3.562 0.04
H 0.119 5.595 -1.965 0.01
H 1.409 5.359 -3.204 0.03
H 1.835 5.359 -1.451 0.02
S -3.680 -1.912 1.958 0.26
P -4.181 -0.563 0.591 0.31
S -2.339 0.036 -0.015 0.65
C -5.344 0.697 1.270 -0.31
C -5.047 2.045 1.328 -0.18
C -5.971 2.961 1.837 -0.06
C -7.207 2.524 2.294 -0.08
C -7.520 1.173 2.247 -0.09
C -6.596 0.265 1.741 -0.08
C -5.183 -1.179 -0.821 -0.34
C -5.690 -2.482 -0.850 -0.10
C -6.462 -2.919 -1.925 -0.08
C -6.736 -2.057 -2.984 -0.09
C -6.234 -0.758 -2.970 -0.08
C -5.462 -0.322 -1.896 -0.07
H -4.094 2.392 0.988 -0.03
H -5.713 4.015 1.880 0.11
H -7.922 3.236 2.694 0.10
H -8.480 0.820 2.611 0.10
H -6.838 -0.795 1.717 0.10
H -5.474 -3.166 -0.033 0.08
H -6.841 -3.936 -1.936 0.10
H -7.332 -2.400 -3.823 0.10
H -6.436 -0.085 -3.796 0.10
H -5.062 0.688 -1.890 0.10
C -2.464 -4.667 -0.645 -0.02
N -1.219 -4.009 -0.291 -0.04
C -0.118 -4.749 0.054 -0.06
C 1.027 -4.159 0.381 0.04
C 1.030 -2.688 0.347 -0.29
N -0.023 -1.972 0.017 0.06
C -1.195 -2.615 -0.315 -0.47
O -2.203 -1.988 -0.623 -0.23
N 2.150 -2.038 0.664 0.15
H -2.372 -5.754 -0.592 0.09
H -2.745 -4.378 -1.661 0.10
H -3.250 -4.338 0.042 0.07
H -0.215 -5.829 0.050 0.13
H 1.918 -4.699 0.659 0.12
H 3.003 -2.502 0.931 0.06
H 2.133 -0.999 0.618 -0.09
```

Output
Multiplicity: 5
Kohn-Sham gap (spin up / spin down) in eV: 5.306 / 5.841
LUMO (spin up / spin down) in Ha: 0.061 / 0.026
Total charge: -1

---

Sequential energy relative to the best compared isomer or geometry (same formula, charge and spin) output: 0.0, 0.0, 1390.1 kJ/mol